Entry from the OMol25 dataset: a cluster of 2 separate species, CH2F2N2 in total (the ωB97M-V functional and the def2-TZVPD basis).

Last column: natural (NBO) charge in e.
Cartesian coordinates (Å):
F -2.16051 -0.91615 -0.17559  -0.289
F -1.70375 1.20361 0.18762  -0.306
N 2.13537 0.11461 -0.07630  -0.342
N 0.04180 -0.24576 0.16348  -0.674
C -1.20296 -0.05892 0.10540  0.961
H 2.44089 1.04530 -0.37422  0.243
H 0.44916 -1.14269 0.16963  0.407

## Properties
**ΔE to the lowest compared entry with this formula, charge and spin**: 410.6 kJ/mol
**2S+1**: 1
**HOMO-LUMO gap (spin up / spin down)**: 0.3484 / 0.3454 Eh
**Max |F|**: 0.0675 hartree/bohr

***

Entry from the OMol25 dataset: an isolated molecule of C12H8BrN3O4S (the ωB97M-V functional and the def2-TZVPD basis).

Last column: natural (NBO) charge in e.
Cartesian coordinates (Å):
Br -3.45874 6.37521 2.06945  0.082
S 1.83200 2.40802 -1.50772  -0.079
O 3.76094 -6.01844 0.94389  -0.342
O 4.55019 -4.87794 -0.80232  -0.363
O 2.75043 -3.62678 2.02186  -0.368
O -0.07723 -0.83434 0.60390  -0.627
N 3.88206 -4.99646 0.24612  0.478
N 1.65468 0.37974 -0.12462  -0.596
N -0.37863 1.67281 -0.17178  -0.593
C 1.20598 -0.74836 0.45032  0.651
C 1.98769 -2.51838 2.01561  0.204
C 3.29247 -3.83197 0.75875  0.310
C -3.03088 3.64805 1.40745  -0.198
C 3.00841 -2.70232 0.01520  -0.194
C -2.48446 4.96476 1.31470  -0.133
C -1.36905 5.14923 0.50584  -0.220
C 1.01118 1.56079 -0.42252  0.236
C -2.30516 2.57544 1.00971  -0.256
C -0.62002 4.11913 -0.01383  -0.255
C 2.02037 -1.93187 0.78393  -0.239
C -1.10063 2.82339 0.28657  0.179
H -0.81544 0.80317 -0.11103  0.434
H 1.31547 -2.16944 2.82833  0.246
H 0.21386 4.23113 -0.76697  0.260
H -4.03707 3.52458 1.99829  0.235
H 2.59516 0.29238 -0.45034  0.425
H 3.38494 -2.52372 -1.00762  0.263
H -2.61468 1.53049 1.10683  0.230
H -0.82771 6.06784 0.35811  0.229

## Properties
**ΔE to the lowest compared entry with this formula, charge and spin**: 178.9 kJ/mol
**2S+1**: 1
**HOMO-LUMO gap**: 0.2540 Eh
**Max |F|**: 0.1223 hartree/bohr